Molecular formula: C14H27IO3
Method: DFT, the ωB97M-V functional and the def2-TZVPD basis

Structure (XYZ):
```
45
Properties=species:S:1:pos:R:3
I 4.339 -2.808 4.097
O 0.301 -0.456 2.742
O 1.347 -2.034 3.977
O 1.291 -2.216 1.744
C -1.110 -0.684 2.952
C -1.515 1.271 1.316
C -1.192 0.341 0.152
C -0.927 0.990 -4.935
C -0.264 0.632 -3.593
C -0.801 1.128 -1.115
C 1.898 -1.057 4.864
C -1.257 0.470 -2.428
C -1.498 -0.230 -5.683
C 3.418 -1.185 5.133
C 1.013 -1.611 2.736
C -1.236 -0.224 -7.207
C 4.136 0.108 4.799
C -1.860 0.595 2.651
H -2.051 -0.291 -0.082
H 1.704 -0.058 4.480
H 5.192 0.057 5.055
H -1.408 -0.591 -2.228
H -1.643 1.287 3.468
H -1.255 -0.954 4.002
H -0.711 1.998 1.443
H -2.389 1.850 1.007
H -1.094 -1.150 -5.264
H 3.548 -1.409 6.187
H -2.927 0.382 2.697
H 0.278 -0.304 -3.736
H -0.538 -1.010 -7.488
H 0.478 1.392 -3.347
H -1.734 1.697 -4.745
H -1.173 2.152 -1.044
H -0.178 1.476 -5.560
H 3.697 0.940 5.355
H -2.577 -0.256 -5.531
H -0.364 -0.321 0.395
H 0.288 1.206 -1.145
H -0.799 0.719 -7.529
H -2.222 0.883 -2.726
H 4.055 0.337 3.736
H -2.162 -0.376 -7.757
H -1.455 -1.529 2.352
H 1.358 -1.157 5.804
```

## Properties
multiplicity: 1
SMILES string: CCCCCCCCCCOC(=O)OC[C@H](C)I
total energy: -29198.47427 eV

Molecular formula: C14H27N2O5S
Method: DFT, the ωB97M-V functional and the def2-TZVPD basis

Structure (XYZ):
```
49
Properties=species:S:1:pos:R:3
S -0.758 -3.103 0.264
O -4.067 0.529 1.976
O -6.207 0.338 1.492
O -1.150 -2.294 -0.864
O -2.116 -3.503 1.111
O -0.246 -4.520 -0.387
N 3.276 2.538 -0.368
N 4.488 4.095 -1.239
C -2.913 -2.292 1.202
C 3.207 4.281 -1.701
C 5.654 4.920 -1.565
C 1.037 -4.900 -2.458
C 2.441 3.314 -1.139
C 2.894 1.372 0.446
C -3.860 -2.300 2.411
C -2.243 1.835 0.990
C 1.015 -4.298 -1.053
C -5.217 -0.195 1.774
C -5.226 -1.710 1.958
C 4.506 3.041 -0.429
C 1.880 0.479 -0.243
C -3.498 0.980 0.747
H -3.493 -2.203 0.282
H 2.504 1.740 1.396
H 1.564 -5.855 -2.456
H 0.929 0.993 -0.388
H -5.507 -2.174 1.009
H -1.370 1.170 1.011
H -2.226 -1.449 1.339
H 2.241 0.158 -1.221
H 6.423 4.294 -2.013
H 1.802 -4.717 -0.419
H -4.204 1.530 0.117
H 2.989 5.090 -2.375
H 6.034 5.378 -0.655
H 5.368 2.662 0.093
H -5.995 -1.960 2.690
H -3.173 0.109 0.160
H 1.614 -4.260 -3.135
H -2.161 2.543 0.164
H 5.367 5.696 -2.268
H 0.043 -4.983 -2.895
H 1.245 -3.229 -1.149
H -4.052 -3.294 2.821
H -2.273 2.333 1.961
H 1.687 -0.405 0.362
H 1.393 3.085 -1.206
H 3.800 0.804 0.656
H -3.451 -1.662 3.196
```

## Properties
multiplicity: 1
energy relative to the best compared isomer or geometry (same formula, charge and spin): 0.0 kJ/mol
total energy: -39000.94399 eV
net charge: +1

Molecular formula: C14H27N3O3S
Method: DFT, the ωB97M-V functional and the def2-TZVPD basis

Structure (XYZ):
```
48
Properties=species:S:1:pos:R:3
S 1.617 3.028 3.505
O -0.520 -0.725 0.526
O 0.121 -2.867 -1.058
O -1.844 -0.083 3.085
N -1.709 1.805 1.856
N -0.753 2.439 2.636
N 0.986 1.580 1.374
C 2.371 1.343 1.035
C 2.017 -1.849 -4.885
C -2.876 -1.318 0.622
C -3.239 0.081 1.125
C -2.194 0.557 2.123
C -0.273 -1.582 -5.849
C 0.598 2.267 2.456
C -0.033 -2.309 -3.466
C -1.585 -1.290 -0.205
C -1.225 -2.712 -0.688
C 2.558 1.472 -0.444
C 3.086 0.536 -1.210
C 0.574 -1.453 -4.583
C 0.613 -2.049 -2.104
H -0.287 -2.615 -6.189
H -3.330 0.777 0.290
H 0.135 -0.964 -6.646
H 2.400 -1.263 -5.719
H 2.685 0.349 1.374
H 2.964 2.096 1.566
H -1.909 -3.000 -1.498
H 3.209 0.669 -2.271
H 2.214 2.406 -0.866
H 1.674 -2.301 -2.138
H -3.686 -1.722 0.014
H 0.316 0.973 0.915
H -2.008 2.314 1.034
H 0.521 -0.987 -1.840
H -1.101 -2.085 -3.404
H 2.072 -2.901 -5.154
H 0.561 -0.405 -4.260
H -4.194 0.035 1.651
H -2.733 -1.967 1.489
H 2.662 -1.677 -4.028
H -1.298 -1.268 -5.664
H -1.715 -0.624 -1.066
H 0.073 -3.367 -3.713
H -1.355 -3.417 0.138
H -1.032 2.724 3.567
H -0.264 -1.341 1.225
H 3.430 -0.400 -0.801
```

## Properties
multiplicity: 1
SMILES string: C=CCNC(=S)NNC(=O)CC[C@@H](O)COCCC(C)C
energy relative to the best compared isomer or geometry (same formula, charge and spin): 209.4 kJ/mol
total energy: -36403.52913 eV

Molecular formula: C14H27NO4
Method: DFT, the ωB97M-V functional and the def2-TZVPD basis

Structure (XYZ):
```
46
Properties=species:S:1:pos:R:3
O 0.829 -2.028 1.227
O -2.706 0.127 0.898
O -1.189 -1.566 2.153
O -1.627 1.632 -0.436
N -0.706 -0.488 -2.666
C 1.933 0.653 1.197
C -1.691 0.531 0.349
C 0.787 -3.234 2.035
C -0.398 -0.217 0.325
C 2.070 -3.990 1.734
C -0.345 -1.319 1.350
C 2.880 1.610 3.308
C 1.669 1.526 2.399
C -2.885 2.285 -0.519
C 0.861 0.631 0.118
C -1.945 -0.448 -3.436
C -0.627 -0.951 -1.345
C -2.822 3.301 -1.630
C 0.495 -0.248 -3.464
H -3.829 3.737 -1.761
H -3.086 2.753 0.452
H -2.722 0.078 -2.851
H 0.480 1.629 -0.209
H -2.535 2.847 -2.589
H 3.759 1.988 2.778
H 0.299 -1.515 -1.230
H 1.383 2.527 2.048
H 0.797 1.139 2.947
H 0.714 -2.941 3.098
H 3.140 0.637 3.731
H -0.106 -3.825 1.753
H 2.018 -4.967 2.228
H 2.120 -0.376 1.490
H 0.225 0.326 -4.366
H 2.837 1.004 0.681
H -2.339 -1.436 -3.739
H -3.666 1.540 -0.719
H -1.796 0.144 -4.348
H -2.143 4.138 -1.398
H 2.951 -3.473 2.129
H 1.031 -1.155 -3.791
H 2.187 -4.154 0.661
H -1.570 -1.380 -1.049
H 1.191 0.388 -2.896
H 2.670 2.289 4.126
H 1.406 0.250 -0.774
```

## Properties
multiplicity: 1
SMILES string: CCCCC(CN(C)C)(C(=O)OCC)C(=O)OCC
energy relative to the best compared isomer or geometry (same formula, charge and spin): 83.8 kJ/mol
total energy: -24634.40671 eV

Molecular formula: C14H28AlN11O3P
Method: DFT, the ωB97M-V functional and the def2-TZVPD basis

Structure (XYZ):
```
58
Properties=species:S:1:pos:R:3
P 0.532 0.047 0.591
Al -0.945 1.248 -1.946
O -0.845 3.032 -2.582
O 0.745 1.803 -3.283
O 0.800 3.964 -3.735
N -0.265 -1.085 -3.481
N -2.201 -2.123 -3.688
N -1.276 -0.188 -3.119
N -0.205 0.778 -0.491
N -2.946 1.468 -1.741
N -5.077 1.342 -2.186
N -3.570 2.453 -1.099
N 0.268 2.965 -3.252
N -3.661 -0.302 -3.240
N -4.830 2.382 -1.387
N -0.844 -2.143 -3.761
C -3.912 0.749 -2.375
C 1.709 -1.303 -0.067
C 1.566 1.197 1.719
C 2.995 1.592 1.098
C 0.812 2.511 1.931
C -1.815 -1.425 0.707
C -1.580 0.175 2.496
C -2.437 -0.838 -3.314
C -0.757 -0.815 1.671
C 2.801 -1.759 0.917
C 2.316 -0.628 -1.321
C 1.832 0.583 3.044
C -0.280 -1.884 2.666
C 0.979 -2.545 -0.729
H -0.027 2.417 2.568
H 1.037 0.845 3.766
H 3.632 -0.991 1.125
H -2.276 -0.411 3.154
H -2.135 -0.679 -0.005
H 2.201 -0.407 3.124
H 0.518 -3.294 -0.057
H 0.374 -2.621 2.117
H 0.406 2.894 0.974
H -2.673 -1.655 1.358
H 2.937 1.984 0.097
H -1.503 -2.279 0.130
H 3.108 -1.311 -1.659
H 0.182 -2.203 -1.310
H 0.235 -1.447 3.549
H 3.677 0.747 1.081
H 2.687 0.384 -1.150
H -2.201 0.876 1.912
H 3.500 2.344 1.780
H 3.163 -2.705 0.504
H 1.473 3.286 2.287
H 1.770 -3.050 -1.254
H -1.124 -2.444 3.001
H 1.493 -0.649 -2.055
H -1.043 0.793 3.182
H -4.466 -0.815 -3.564
H 2.413 -1.988 1.905
H 2.729 1.127 3.395
```

## Properties
multiplicity: 1
energy relative to the best compared isomer or geometry (same formula, charge and spin): 0.0 kJ/mol
total energy: -53393.50409 eV
net charge: -1

no.,HOMO-LUMO gap (eV),highest occupied orbital energy (eV)
1,9.98,-9.3
2,8.72,-11.7
3,8.48,-8.0
4,8.70,-8.0
5,8.19,-5.7